No. 1
The following is a quantum chemistry calculation of one molecule with the formula C5H4, from the Open Molecules 2025 dataset.

Cartesian coordinates (Å):
C -0.2977 1.1252 -0.7423
C 0.2346 1.1321 0.5075
C 0.0573 -0.9296 0.6176
C -0.4824 0.6243 -1.8610
C 0.7233 0.1563 1.2419
H 0.2250 -1.1036 -0.3555
H -0.4246 -1.8075 1.1048
H -1.0746 0.6046 -2.7575
H 1.0391 0.1982 2.2444

Atoms 1-6, force components in eV/Å:
C 1.05 -1.29 -1.88
C -1.56 2.04 -0.64
C 1.03 -0.86 4.52
C -1.22 1.60 0.26
C -0.65 -2.80 0.07
H 0.19 -0.03 -3.46

Computed properties:
LUMO (alpha / beta) = -0.5 / -0.6 eV
Energy relative to the best compared isomer or geometry (same formula, charge and spin) = 86.2 kcal/mol
Molar mass = 64.09 g mol⁻¹
Total charge = 0
Electronic energy = -192.65682 a.u.
E_HOMO (alpha / beta) = -8.0 / -7.8 eV

=====

No. 2
The following is a quantum chemistry calculation of C5H4 as an isolated structure, from the Open Molecules 2025 dataset.

Cartesian coordinates (Å):
C -0.8150 -0.5013 1.9394
C -0.1323 -0.5738 0.8378
C 0.6079 -0.3663 -0.2578
C 0.1794 0.5071 -1.2838
C -0.1295 1.2788 -2.1563
H -1.5248 -1.2441 2.3398
H 0.5922 -0.2996 1.7900
H 1.6158 -0.7627 -0.2808
H -0.3936 1.9619 -2.9282

Atoms 1-6, force components in eV/Å:
C 0.64 0.21 -0.48
C -0.37 0.12 -0.59
C 0.12 0.00 -0.20
C -0.11 0.30 -0.61
C 0.07 -0.22 0.21
H 0.82 0.22 0.04

Computed properties:
LUMO = 0.6 eV
Energy relative to the best compared isomer or geometry (same formula, charge and spin) = 76.2 kcal/mol
Molar mass = 64.09 g mol⁻¹
Total charge = 0
Electronic energy = -192.67265 a.u.
E_HOMO = -8.0 eV

=====

No. 3
The following is a quantum chemistry calculation of a 16-piece molecular cluster, C5H40NO15 overall, from the Open Molecules 2025 dataset.

Cartesian coordinates (Å):
C -2.0846 -1.8783 2.9649
C -0.6952 -1.6358 2.4044
C -0.6346 -1.3107 0.9429
C 0.0549 -0.4779 0.2252
N -0.1040 -0.3326 -1.1430
C 1.0089 -0.4216 -1.8167
H -2.8441 -1.0304 2.7888
H -1.9270 -1.9133 4.0852
H -2.5436 -2.7410 2.6013
H -0.0128 -2.3785 2.4752
H -0.4667 -0.8695 3.3305
H -1.4452 -2.0828 0.5122
H 0.5490 0.2877 0.8215
H -0.9934 -0.1150 -1.4301
H 1.8880 -0.5141 -1.1245
H 1.3213 -0.3902 -2.7862
H 0.7624 3.2505 -1.0149
H 1.9415 2.2459 -1.0219
O 1.0340 2.3537 -0.6422
H -1.0440 4.3362 -1.1582
H 0.0808 5.3793 -1.2741
O -0.0608 4.4734 -1.3365
H -0.4376 1.1753 -4.2676
H -0.6785 -0.0425 -5.3160
O 0.0085 0.8049 -5.0412
H 3.0248 -2.0001 3.7490
H 1.5631 -2.6283 3.9560
O 2.1738 -1.7717 4.2241
H -0.8318 2.4234 -1.9589
H -2.0650 1.9049 -2.5543
O -1.6213 1.9751 -1.6574
H 2.1144 1.1501 4.8402
H 1.7759 -0.0444 3.8515
O 1.5963 0.8973 4.1247
H -3.2191 3.6362 3.0665
H -1.8869 2.7789 2.7469
O -2.7914 2.9572 2.5108
H 2.1886 -4.7720 -2.6477
H 3.3506 -4.2600 -1.7514
O 3.0587 -4.4343 -2.5873
H 1.2989 -3.1427 0.0572
H 0.7321 -4.6739 0.0334
O 1.5016 -4.0600 -0.2036
H 3.0529 -2.6314 -0.2734
H 4.1125 -1.9836 0.5395
O 3.4257 -1.8497 -0.0900
H -3.7545 -1.9938 0.5264
H -3.5413 -0.5075 0.0544
O -3.5019 -1.4732 -0.2339
H 0.6485 2.0113 2.8953
H 0.2329 2.7166 1.6214
O -0.0452 2.1531 2.2739
H -2.8246 0.8104 -2.8777
H -3.3519 0.4166 -4.2835
O -2.5537 0.4239 -3.7236
H 4.1075 1.7293 -1.2798
H 4.0308 0.2155 -2.0098
O 3.5538 0.9296 -1.5153
H -3.4228 1.9781 -0.0687
H -3.3403 1.7080 1.2129
O -3.6923 1.2748 0.5238

Atoms 1-6, force components in eV/Å:
C -0.62 1.55 1.32
C -1.29 5.38 2.45
C -3.70 -3.39 0.14
C -0.11 1.26 3.09
N 4.93 -1.09 -1.57
C -0.27 0.10 4.78

Computed properties:
LUMO = -3.6 eV
Energy relative to the best compared isomer or geometry (same formula, charge and spin) = 180.2 kcal/mol
Molar mass = 354.37 g mol⁻¹
Total charge = +1
Electronic energy = -1397.43069 a.u.
E_HOMO = -13.0 eV

=====

Question: molar mass of number 3 (C5H40NO15)?
Answer: 354.37 g mol⁻¹

=====

Question: Among the records above, which one has the highest molar mass?
Answer: C5H40NO15

=====

Question: Among the records above, which one has the highest energy relative to the best compared isomer or geometry (same formula, charge and spin)?
Answer: C5H40NO15